The following is a quantum chemistry calculation of C47H61BBrMgN7O2PS as an isolated structure, from the OMol25 dataset.

Geometry as XYZ:
```
122
C47H61BBrMgN7O2PS wB97M-V/def2-TZVPD
Mg 0.291 0.462 -0.181
C 5.441 1.754 -0.397
C 4.056 2.229 -0.088
C 3.587 3.516 0.033
C 2.208 3.407 0.330
N 1.845 2.121 0.332
N 3.006 1.402 0.117
B 3.105 -0.139 0.344
N 2.225 -0.581 1.567
N 1.767 0.344 2.521
C 1.638 -0.331 3.652
C 2.053 -1.663 3.499
C 2.396 -1.789 2.191
C 2.916 -3.001 1.495
C 1.083 0.324 4.903
C 1.581 -0.442 6.131
C 1.563 1.778 4.986
C -0.452 0.271 4.885
N 2.758 -0.841 -0.994
N 1.594 -0.546 -1.699
C 1.728 -1.208 -2.872
C 2.958 -1.886 -2.902
C 3.578 -1.631 -1.707
C 4.930 -2.093 -1.261
C 0.811 -1.189 -4.083
C 0.845 -2.561 -4.763
C 1.343 -0.134 -5.070
C -0.633 -0.897 -3.731
C 1.320 4.591 0.689
C -0.013 4.161 1.302
C 2.070 5.438 1.730
C 1.063 5.469 -0.548
H 6.100 2.614 -0.508
H 5.463 1.179 -1.327
H 5.830 1.112 0.395
H 4.182 4.419 -0.038
H 4.257 -0.410 0.587
H 2.021 -2.466 4.226
H 2.640 -3.881 2.073
H 4.011 -2.960 1.407
H 2.468 -3.110 0.506
H 2.672 -0.544 6.115
H 1.144 -1.447 6.171
H 1.294 0.092 7.044
H 2.658 1.822 5.025
H 1.159 2.261 5.884
H 1.242 2.348 4.106
H -0.805 -0.731 4.608
H -0.869 0.984 4.169
H -0.849 0.518 5.879
H 3.351 -2.504 -3.698
H 5.352 -2.733 -2.034
H 4.880 -2.659 -0.333
H 5.608 -1.250 -1.097
H 1.853 -2.834 -5.092
H 0.196 -2.538 -5.644
H 0.474 -3.337 -4.088
H 2.365 -0.372 -5.386
H 1.352 0.862 -4.612
H 0.701 -0.097 -5.961
H -0.989 -1.597 -2.976
H -1.263 -0.995 -4.620
H -0.754 0.109 -3.343
H 0.138 3.693 2.281
H -0.540 3.445 0.678
H -0.650 5.041 1.441
H 2.347 4.828 2.597
H 1.424 6.256 2.073
H 2.983 5.879 1.314
H 0.546 4.908 -1.327
H 2.006 5.841 -0.966
H 0.441 6.330 -0.277
O -0.772 1.216 1.483
H 0.084 1.276 2.004
H -1.156 0.352 1.779
S -0.789 -2.665 1.707
Br -2.384 4.845 -4.544
C -1.629 3.673 -3.284
C -2.388 3.211 -2.240
C -1.784 2.343 -1.338
N -0.521 1.955 -1.444
C 0.199 2.437 -2.452
C -0.314 3.295 -3.410
H -3.427 3.493 -2.128
H -2.337 1.932 -0.497
H 1.237 2.106 -2.497
H 0.302 3.660 -4.221
O -1.216 -0.750 -0.257
P -2.183 -1.893 0.215
C -3.413 -1.567 1.603
C -3.746 -0.235 1.849
C -4.488 0.134 2.976
C -4.972 -0.840 3.832
C -4.718 -2.188 3.550
C -3.936 -2.548 2.461
C -2.061 -3.482 -0.733
C -0.889 -3.681 -1.477
C -0.640 -4.890 -2.113
C -1.555 -5.938 -2.019
C -2.723 -5.750 -1.292
C -2.980 -4.532 -0.663
C -3.675 -1.267 -0.940
C -3.610 -0.154 -1.777
C -4.697 0.287 -2.539
C -5.908 -0.393 -2.480
C -6.016 -1.496 -1.636
C -4.924 -1.908 -0.877
H -3.421 0.530 1.144
H -4.696 1.183 3.171
H -5.548 -0.563 4.710
H -5.108 -2.958 4.208
H -3.686 -3.587 2.290
H -0.151 -2.881 -1.510
H 0.285 -5.027 -2.665
H -1.355 -6.890 -2.503
H -3.443 -6.556 -1.206
H -3.895 -4.423 -0.088
H -2.684 0.391 -1.819
H -4.594 1.165 -3.179
H -6.759 -0.063 -3.067
H -6.962 -2.027 -1.557
H -5.058 -2.742 -0.194
```

Computed properties:
LUMO   0.071 Eh
Electronic energy   -160551.210 eV
E_HOMO   -3.0 eV
Charge   -1
Spin multiplicity   1
Gap between HOMO and LUMO   4.926 eV